184
Properties=species:S:1:pos:R:3:forces:R:3:mulliken_charge:R:1 method="wB97M-V/def2-TZVPD" multiplicity=1 e_tot_ev=-163313.6637 lumo_energy_ev=-0.55 orbital_gap_ev=7.74 homo_ha=-0.3047
Zn -1.5226 1.3596 -1.0555 -0.081 1.117 -0.307 1.3677
S -0.9458 -0.6091 0.5461 0.664 1.710 0.044 0.6665
O -1.3991 0.7726 0.8033 -0.388 1.436 3.813 -0.8723
O 0.3875 -0.8382 1.0563 0.305 -0.642 0.421 0.9930
O -1.9149 -1.5815 0.9784 -1.107 -0.756 1.236 -0.8871
O -0.9997 -0.4916 -0.8853 1.399 -3.308 -4.509 -0.4711
C 0.4488 7.2778 3.8961 -0.171 -0.059 -1.254 -1.5422
C 1.1871 6.3357 2.8944 -0.202 1.023 0.707 0.1911
N 1.7143 7.0385 1.7041 0.329 0.174 0.603 -0.0568
C 2.3201 6.0223 0.8339 -1.150 0.184 -1.303 -0.7138
C 1.3007 5.0553 0.1857 -0.006 -0.215 0.116 -0.0289
C 2.7156 8.0679 2.1078 0.174 0.879 -1.181 -0.3033
C 3.3163 8.8619 0.9074 0.008 -1.089 -0.340 -1.3689
H 1.0887 8.0862 4.2499 -0.061 -0.267 0.289 0.3501
H -0.0970 6.7853 4.7009 0.642 -0.325 0.171 0.4338
H -0.3626 7.7449 3.3380 0.018 0.295 -0.233 0.3733
H 2.0425 5.8580 3.3721 0.032 -0.393 0.413 0.4230
H 0.4775 5.5711 2.5782 0.178 -0.038 -0.082 -0.2465
H 2.7602 6.5219 -0.0291 0.203 0.212 0.224 0.4395
H 3.0985 5.4008 1.2766 0.283 0.077 0.561 0.3169
H 1.7808 4.6022 -0.6817 0.092 -0.153 0.029 0.2111
H 0.9618 4.2345 0.8178 0.263 0.062 0.098 -0.6757
H 0.3819 5.5037 -0.1923 0.108 0.551 0.064 0.3102
H 3.5370 7.6303 2.6753 0.233 -0.293 0.156 0.3608
H 2.3349 8.8857 2.7197 -0.765 -0.590 0.298 0.3342
H 3.9069 9.7351 1.1844 -0.051 -0.147 0.403 0.4074
H 2.5664 9.2047 0.1945 -0.325 -0.028 0.231 0.3581
H 3.9645 8.1985 0.3348 0.220 0.140 -0.067 0.3117
C 5.7223 -6.3960 1.2660 0.367 0.317 0.066 -1.1416
C 4.4857 -6.2548 0.4298 0.764 0.000 -1.301 0.8225
O 4.5501 -5.9600 -0.7529 0.058 -0.371 0.129 -0.6265
N 3.3235 -6.4387 1.0549 -0.455 -1.086 0.446 -0.1217
C 2.0359 -6.4047 0.3815 -0.537 1.005 1.134 -0.4720
H 6.5577 -6.7566 0.6658 -0.247 -0.116 -0.078 0.3338
H 5.5937 -7.0311 2.1425 0.027 0.173 0.078 0.3498
H 5.9829 -5.3723 1.5349 0.144 -0.009 0.436 0.2046
H 3.3432 -6.6395 2.0445 -0.130 -0.076 -0.296 0.2150
H 1.7521 -5.3578 0.4887 -0.665 0.031 -0.652 -0.2985
H 1.3197 -6.9703 0.9775 0.018 -0.055 -0.126 0.4191
H 1.9588 -6.7113 -0.6617 0.771 -0.057 0.188 0.3182
C -1.8345 4.0489 1.5609 -0.541 -0.833 0.642 -0.6395
C -2.6917 3.7338 0.3753 1.092 1.684 -0.347 0.0325
O -2.2426 3.1590 -0.6045 -0.306 -0.394 -1.015 -0.2047
N -3.8757 4.3458 0.3370 -0.664 0.073 0.699 0.0014
C -4.8323 4.2162 -0.7499 0.003 -0.581 0.172 -0.7070
H -0.9988 3.3518 1.6213 -0.177 -0.012 -0.041 -0.7678
H -2.5108 3.8854 2.3999 0.417 0.183 0.627 0.6606
H -1.4484 5.0683 1.5657 -0.261 0.018 -0.207 0.6086
H -4.1269 4.8082 1.1991 -0.258 0.054 -0.268 0.3130
H -4.6618 4.9563 -1.5317 -0.003 -0.071 -0.010 0.3211
H -5.8589 4.2778 -0.3886 0.143 0.330 0.194 0.3761
H -4.7416 3.2024 -1.1397 0.207 0.094 -0.315 0.0361
C -1.6298 0.7189 3.9247 -0.624 -1.077 -0.804 0.5581
C -3.0444 1.2725 3.6416 1.233 1.522 2.193 0.3021
O -3.5440 2.0255 4.4793 -0.573 -0.314 -0.492 -0.7502
N -3.6000 0.9641 2.4717 -0.066 -0.753 -0.846 1.0027
C -4.9457 1.2970 2.0594 -0.126 -0.258 0.535 -0.9860
H -1.4575 0.3953 4.9512 -0.503 0.488 0.170 0.5688
H -0.8111 1.3804 3.6417 -0.286 0.118 -0.167 -0.1192
H -1.5784 -0.2041 3.3473 0.625 0.079 -0.226 -0.8554
H -2.9702 0.5067 1.8281 -0.137 0.096 -0.239 -0.4303
H -5.6039 1.1105 2.9080 -0.119 0.394 0.036 0.4314
H -5.2984 0.6315 1.2715 0.382 -0.064 -0.105 0.1901
H -5.0493 2.3235 1.7076 -0.031 0.115 0.145 0.1441
C 3.9943 1.7701 -6.5777 0.082 -0.469 -0.365 -1.0841
C 3.4432 0.8429 -5.5056 0.770 1.886 -0.531 0.6638
O 3.8722 0.9956 -4.3671 -0.395 -0.639 0.218 -0.7139
N 2.4944 -0.0281 -5.8525 0.311 -0.919 0.187 -0.1190
C 2.0615 -1.0159 -4.8846 -1.556 0.299 -0.127 -0.4974
H 5.0780 1.6537 -6.5916 0.004 0.015 0.188 0.2965
H 3.7847 2.8099 -6.3268 -0.114 -0.103 -0.024 0.2636
H 3.6627 1.5255 -7.5868 -0.254 0.151 0.009 0.3477
H 2.0539 -0.0652 -6.7606 0.596 0.257 0.091 0.2533
H 1.5431 -1.7934 -5.4456 0.359 -0.358 0.136 0.5129
H 1.2659 -0.5284 -4.3212 0.102 -0.204 0.710 -0.3038
H 2.8190 -1.4076 -4.2057 0.134 0.157 -0.369 0.4178
C -5.8635 -3.0208 4.3117 1.020 -0.503 -0.427 -0.5600
C -4.6973 -3.7935 4.9431 -2.097 1.575 0.140 0.5960
O -4.8913 -4.5649 5.8296 -1.107 -2.395 2.043 -0.6831
N -3.4586 -3.5480 4.5979 2.355 1.084 -1.465 0.0187
C -2.9791 -2.4265 3.7826 -0.399 -0.300 0.477 -0.5607
H -6.7800 -3.5977 4.4355 0.205 0.051 -0.017 0.3341
H -5.5812 -2.9340 3.2625 -0.534 0.365 -0.247 -0.0433
H -5.9855 -2.0333 4.7567 0.139 -0.014 -0.028 0.2245
H -2.8195 -4.1294 5.1212 0.192 0.258 -0.145 0.2456
H -1.9087 -2.3018 3.9466 -0.106 -0.245 -0.298 0.0435
H -3.4311 -1.4908 4.1117 -0.155 0.007 0.058 0.5908
H -3.2181 -2.5662 2.7284 0.323 -0.009 0.060 -0.1833
C -1.7460 -0.5458 -4.3133 -0.442 0.223 0.082 -0.5191
C -1.8651 0.9532 -4.0745 1.259 -0.431 3.229 0.4313
O -1.5000 1.5113 -2.9984 -0.453 -0.646 -3.216 -0.1273
N -2.3948 1.6612 -5.0280 -0.939 1.877 -1.740 -0.1203
C -2.8106 3.0869 -4.9059 -0.695 -0.821 0.132 -0.8576
H -0.7775 -0.8532 -4.7078 -0.014 0.266 0.014 0.1099
H -2.5254 -0.8359 -5.0179 0.066 -0.189 -0.132 0.6145
H -1.9085 -1.1000 -3.3888 0.135 0.274 0.158 -0.5345
H -2.8107 1.1792 -5.8121 0.258 -0.027 0.087 0.3013
H -3.8084 3.0635 -4.4677 -0.033 0.223 0.261 0.3108
H -2.9561 3.5121 -5.8989 0.465 -0.057 0.026 0.3696
H -2.1809 3.7058 -4.2667 0.235 -0.433 -0.227 0.1973
C -2.3943 -4.7549 -0.4045 -0.149 0.542 -0.512 -0.6180
C -1.4950 -5.0184 0.7804 0.183 -1.063 0.536 0.2368
O -1.1532 -6.1522 1.0752 -0.134 -1.064 -0.465 -0.7474
N -1.0866 -4.0118 1.5393 0.683 1.157 -0.559 1.0690
C -0.0862 -4.1640 2.5782 -1.075 0.406 0.678 -0.6875
H -2.4066 -3.7274 -0.7683 0.419 0.242 0.212 -0.0885
H -3.4487 -4.9548 -0.2135 0.118 -0.482 0.320 0.5459
H -2.0618 -5.3765 -1.2358 -0.035 -0.167 0.182 0.4043
H -1.2750 -3.0810 1.1955 -0.038 0.059 0.281 -0.3157
H 0.0013 -3.1948 3.0692 0.172 0.167 -0.173 0.0434
H 0.9125 -4.4757 2.2723 -0.244 -0.265 -0.199 -0.1568
H -0.5391 -4.8042 3.3352 0.557 -0.467 0.038 0.4642
C 1.1055 -3.1479 -1.9879 -0.057 -0.007 0.265 -0.2229
C 2.3751 -3.1974 -1.1725 0.951 -0.285 -1.980 0.4254
O 3.3863 -3.6316 -1.7337 -0.434 0.660 1.169 -0.7369
N 2.3014 -2.6602 0.0502 0.172 -0.263 1.387 1.7040
C 3.4499 -2.4205 0.9154 0.211 0.539 -0.887 -0.5868
H 0.6471 -2.1766 -1.8022 -0.597 -0.157 -0.160 -0.2903
H 0.4704 -3.9893 -1.7105 -0.347 0.179 0.164 0.1782
H 1.3648 -3.2848 -3.0377 0.074 0.130 0.100 0.1783
H 1.4762 -2.1878 0.3908 -0.359 -0.200 -0.511 -0.7858
H 3.1697 -1.6864 1.6708 -0.059 -0.194 0.030 -0.5767
H 4.1742 -1.9299 0.2652 0.588 -0.188 0.309 0.3469
H 3.8932 -3.2921 1.3969 -0.142 -0.065 -0.182 0.2655
C 1.8526 2.1547 2.2147 -0.613 -0.153 0.534 0.6584
C 2.1333 1.2674 3.4407 0.219 0.860 -0.928 0.2114
O 2.6228 1.7702 4.4270 0.304 0.263 1.093 -0.7652
N 1.8759 -0.0296 3.2864 -0.344 -1.158 0.910 1.1275
C 2.1249 -1.0656 4.3259 0.688 0.359 -0.967 -0.8976
H 2.6163 2.0236 1.4481 0.065 0.199 0.093 0.2985
H 1.7872 3.1791 2.5814 0.488 -0.013 -0.074 0.1988
H 0.8773 1.9584 1.7694 -0.035 -0.432 -0.188 -0.7075
H 1.5021 -0.3006 2.3881 -0.297 -0.262 0.193 -1.3339
H 1.2672 -1.6039 4.7293 -0.477 0.424 -0.324 0.0950
H 2.6690 -0.6470 5.1725 -0.014 0.221 -0.285 0.4245
H 2.7573 -1.8016 3.8295 0.144 -0.201 0.331 0.2630
C 5.9590 0.4572 2.5587 0.738 -0.046 0.532 -0.6129
C 6.5433 -0.8144 3.2503 -3.409 -1.249 -1.156 0.5904
O 5.8766 -1.8670 3.1743 0.841 1.170 0.112 -0.6303
N 7.6850 -0.7900 3.9120 0.405 0.902 0.229 -0.2025
C 8.6119 0.3048 3.9785 1.015 -0.235 0.625 -0.9318
H 4.9115 0.3285 2.2860 0.227 -0.548 0.005 -0.3154
H 6.5454 0.7038 1.6736 -0.010 -0.132 -0.152 0.4503
H 5.9711 1.3569 3.1740 0.229 -0.095 0.318 0.4164
H 8.0079 -1.6424 4.3472 -0.392 -0.069 -0.230 0.2799
H 8.7936 0.5301 5.0293 0.236 0.092 0.056 0.2904
H 8.3589 1.2606 3.5196 -0.465 -0.526 -0.335 0.3534
H 9.5194 -0.1103 3.5400 0.421 0.703 -0.004 0.3093
C -5.3585 -0.2002 -2.4157 0.288 0.072 -0.072 -1.5846
C -4.2728 -0.2506 -1.3870 0.792 -0.938 2.372 -0.0891
O -3.4267 0.6534 -1.2841 -1.713 -0.416 -0.530 -0.3891
N -4.2704 -1.2742 -0.4426 -0.275 1.070 -1.395 1.3727
C -5.0386 -2.4958 -0.4455 -0.819 -0.100 -0.239 -0.8181
H -5.1948 0.6459 -3.0830 0.179 -0.057 0.090 0.2598
H -6.3046 -0.0192 -1.9055 -0.163 -0.404 -0.110 0.4036
H -5.3503 -1.1192 -3.0018 -0.446 -0.114 0.041 0.2930
H -3.5045 -1.3219 0.2141 0.660 0.549 -0.062 -0.6974
H -4.8617 -3.0704 -1.3547 -0.334 -0.052 -0.013 -0.0247
H -6.0991 -2.2989 -0.2884 -0.181 0.022 -0.430 0.4338
H -4.7918 -3.1421 0.3968 0.503 0.301 0.028 0.0911
C -3.3399 -3.9203 -3.4927 0.721 -0.652 -0.436 0.4634
C -4.1265 -4.0502 -4.7593 -1.080 0.577 0.007 0.3207
O -5.2696 -3.6296 -4.8559 -0.175 0.308 0.106 -0.6840
N -3.5177 -4.6053 -5.8224 1.656 -0.179 0.559 -0.1866
C -4.0764 -4.6585 -7.1161 -1.076 -0.149 -1.130 -0.9391
H -3.3305 -2.8951 -3.1227 -0.196 -0.109 -0.035 -0.7185
H -2.3206 -4.2110 -3.7469 0.242 0.056 0.525 0.2233
H -3.7254 -4.6087 -2.7407 -0.030 0.176 -0.008 0.3497
H -2.6552 -5.1205 -5.7188 -0.081 0.314 0.342 0.2595
H -3.2970 -4.6260 -7.8773 0.038 -0.228 0.093 0.3335
H -4.7431 -3.8201 -7.3184 0.052 0.061 0.321 0.3119
H -4.6823 -5.5594 -7.2127 -0.018 -0.099 -0.399 0.3100
C 2.3475 0.6767 -1.1739 0.286 0.810 -0.910 -0.0387
C 1.4704 1.8240 -1.7281 0.917 -0.660 0.037 0.1517
O 0.3734 2.0022 -1.2465 -0.745 0.911 0.894 0.2511
N 1.9210 2.6325 -2.7117 0.279 -0.203 -0.275 -0.0025
C 1.1450 3.6997 -3.3586 -0.266 -0.372 0.234 -0.8609
H 2.1678 0.5392 -0.1076 -0.190 0.098 -0.253 -1.0919
H 3.4038 0.8634 -1.3674 0.044 0.077 0.072 0.8261
H 2.1251 -0.2565 -1.6912 -0.283 0.013 0.010 -0.1819
H 2.6970 2.2454 -3.2295 0.365 0.151 -0.069 0.1082
H 0.5612 3.3402 -4.2060 0.097 -0.278 -0.173 0.2483
H 1.7990 4.4942 -3.7179 0.138 -0.129 0.174 0.4945
H 0.4011 4.1270 -2.6863 0.285 -0.125 0.299 0.1753